1.
49
Properties=species:S:1:pos:R:3:nbo_charge:R:1 method="wB97M-V/def2-TZVPD" e_lumo_ev=-0.32 smiles=COCCCC[C@](C)(C#N)[C@@](C#N)(C[C@@H](C)Cl)B(O)N(C)C orbital_gap_ev=9.4 homo_energy_ha=-0.357
H -4.89552 -1.41251 2.22858 0.23
H 2.37408 0.87348 -2.56011 0.22
C 2.85161 -0.02494 -0.52930 -0.46
H 4.31446 1.83464 -0.84314 0.21
H 0.73389 -1.17860 0.85214 0.25
H 4.24112 -1.41817 1.51559 0.18
H 1.19826 1.53747 -1.25429 0.23
H -5.89225 -1.05494 0.62170 0.23
N -1.37948 2.30865 -2.90392 -0.32
H 4.95758 0.11451 -1.50189 0.18
H -0.50533 3.46390 1.74787 0.20
C -1.53083 1.35479 -2.00899 0.28
N 0.05928 1.35634 1.10969 -0.87
C 0.10268 2.88830 0.93033 -0.44
H -3.59957 -0.62388 -1.90173 0.28
H 1.21230 3.27292 0.79766 0.23
H -3.80408 0.71168 -0.60189 0.23
O 5.05496 0.44980 0.60690 -0.57
C -3.62166 -1.34871 0.33854 -0.17
C 1.72576 0.52947 -1.61652 -0.43
C -3.19280 -0.29023 -0.82918 -0.44
C 5.17004 -0.98829 0.90120 -0.28
H -0.78462 -2.37035 0.78858 0.24
C 4.32852 0.66857 -0.68523 -0.08
H 1.33761 -1.59976 -2.32680 0.23
C 0.13774 1.03870 2.60720 -0.44
Cl -4.24608 -3.00251 -0.33255 -0.08
N -2.02968 -3.05640 -2.77343 -0.32
H 5.13594 -1.57724 -0.13510 0.17
C -1.61153 0.16117 -0.83657 -0.57
H 0.73616 -2.68773 -0.27498 0.24
H -0.11181 1.96920 3.28468 0.21
H 6.15179 -1.30261 1.45776 0.21
H -4.85227 0.38871 1.41860 0.23
C -1.34002 -2.22869 -2.01488 0.26
H -0.62747 0.18777 2.93426 0.21
H 2.47929 0.13876 0.59197 0.23
H -0.43018 3.10557 -0.11476 0.22
B -1.34749 0.96526 0.59355 1.46
H -2.91158 2.15905 1.00903 0.51
O -2.45470 1.40895 1.51416 -1.02
C -0.53715 -1.02366 -1.16732 -0.07
C 0.69539 -0.60564 -2.16807 -0.42
C -4.90951 -0.76382 1.23185 -0.64
H 2.87553 -1.20671 -0.67559 0.21
C 0.04223 -1.82264 0.16865 -0.65
H 0.29540 -0.33954 -3.26098 0.26
H -2.79666 -1.60972 1.12276 0.22
H 1.20064 0.64965 2.94395 0.21

***

2.
107
Properties=species:S:1:pos:R:3:lowdin_charge:R:1 method="wB97M-V/def2-TZVPD" e_lumo_ev=1.84 charge=-1 orbital_gap_ev=5.4 homo_energy_ha=-0.130
H -2.43635 -9.49074 6.44191 0.09
H 9.99436 5.25340 -8.72605 0.09
O -9.19686 -3.04099 4.02603 -0.19
H 4.93670 4.62911 -10.58820 0.12
H -8.08475 -4.63738 4.60806 0.12
C 3.02293 3.53904 -8.26089 -0.09
H 0.46253 1.18912 4.54135 0.06
H -3.26748 -7.17314 8.00860 0.08
H 0.39341 -7.77486 7.56056 0.13
C -1.40853 -3.36938 4.61605 -0.11
C -9.28937 -2.25613 2.84966 -0.11
H -3.43174 -5.48880 8.58183 0.09
C -0.60899 1.98869 -2.10522 -0.29
C -2.95530 -1.61788 5.01158 -0.20
H -4.09532 -0.90798 6.66550 0.12
C -0.30580 -7.94418 8.38478 -0.21
O 9.19992 3.39410 -8.89347 -0.19
H -0.68757 -9.53582 6.14126 0.09
C -7.92062 -3.63125 4.20970 -0.21
F 1.56945 0.57662 -5.44549 0.11
H -1.83912 -3.87711 5.48272 0.07
O -1.29836 -8.88503 8.01082 -0.19
H 3.25899 6.09513 -11.56864 0.12
H -0.53727 3.05081 -1.84857 0.09
H -0.52449 2.86372 0.43432 0.10
H -1.21188 0.69588 -0.49471 0.09
H 0.25325 -8.37941 9.21898 0.12
H 8.86803 1.39292 -8.79225 0.12
H -7.40005 -3.72703 3.25232 0.13
C 7.39930 2.38211 -7.60066 -0.21
H 2.46725 6.31391 -8.07332 0.09
C 1.08214 1.91309 4.02484 -0.12
H 5.63178 4.50052 -7.35997 0.07
H 6.69181 2.50954 -8.42600 0.13
H -3.37848 -5.83788 6.84443 0.09
H -7.57280 -2.78688 6.16064 0.13
H -0.33215 -3.53265 4.61548 0.09
H 2.03753 3.79911 -8.64654 0.09
H 1.23593 2.74062 4.71022 0.06
H -9.38660 -2.89800 1.96772 0.09
H 11.00764 3.95757 -8.05559 0.08
H 0.83858 3.31832 2.39005 0.10
H -10.18330 -1.64073 2.93457 0.09
C 3.92047 4.61810 -10.17626 -0.21
H 0.73705 6.37073 -8.44619 0.09
C 1.72815 6.63221 -8.81045 -0.11
H 3.01431 3.64985 -7.18000 0.08
H 9.51013 2.10194 -7.30134 0.12
H -0.34829 0.65465 1.76908 0.10
C -0.90752 -6.63229 8.83643 -0.21
H -1.58178 -6.79273 9.68307 0.13
H 3.83270 6.76192 -10.03017 0.12
C 9.97864 4.32097 -8.16361 -0.12
C 8.81168 2.26181 -8.12867 -0.21
F -1.03518 1.15703 -4.92041 -0.04
H 3.37216 3.79990 -10.65258 0.13
H -7.24495 -0.30087 6.27066 0.09
H 9.55741 4.51297 -7.17469 0.08
N 0.38936 1.67821 -3.12618 0.02
O -6.74606 -1.56323 4.70577 -0.20
C -1.49725 -8.96675 6.61061 -0.11
O -1.62882 -1.97178 4.65848 -0.19
H 6.89975 5.43462 -6.53723 0.09
C -3.06809 -1.23069 6.46757 -0.20
H 1.39425 0.88468 1.64190 0.10
C -0.29936 1.17997 -0.83593 -0.21
H -6.12744 -3.39179 5.33691 0.12
H 0.44026 0.43378 -1.08825 0.10
H 3.24653 2.49554 -8.50341 0.10
H -3.23286 -0.75713 4.39644 0.13
O 7.26994 3.43683 -6.66802 -0.18
H -1.28944 -3.32687 8.23964 0.07
H 7.14329 1.45511 -7.07750 0.13
H -0.09849 -5.97364 9.16893 0.13
H -0.66370 2.62236 2.94143 0.10
C 6.70687 4.61635 -7.23173 -0.09
H -2.39947 -0.39404 6.69134 0.13
C 0.21633 2.08224 0.27727 -0.24
C -2.98868 -6.13478 7.81663 -0.10
H -1.55683 -7.97814 6.15102 0.08
F 0.81624 2.25764 -6.61689 0.09
H -0.74113 -2.10206 7.08151 0.09
O 4.03749 4.39807 -8.78378 -0.23
C -1.48436 -2.32917 7.84840 -0.10
H -8.61520 -0.81840 5.25011 0.08
O 1.91283 5.98091 -10.05578 -0.19
O -1.58154 -5.96729 7.78197 -0.21
H -1.82812 -3.79464 3.69721 0.09
O -2.80012 -2.32988 7.32513 -0.19
H 7.16200 4.86056 -8.19552 0.08
H -1.39815 -1.60219 8.66463 0.09
F 2.22354 2.62654 -4.99977 0.10
H -3.64807 -2.43246 4.77937 0.12
H 2.03111 1.45874 3.77784 0.06
C 0.38696 2.40807 2.77057 -0.28
H 1.78430 7.71991 -8.93638 0.08
F -0.54775 3.29646 -4.52892 0.02
H -7.43087 0.34617 4.62795 0.09
C -7.07086 -2.85541 5.19083 -0.21
H -1.63891 1.81855 -2.42963 0.10
C -7.55956 -0.53915 5.24832 -0.11
C 1.15200 1.86988 -5.34909 -0.51
H 1.12172 2.56347 -0.08038 0.12
C -0.01085 2.01791 -4.34555 -0.59
C 0.43435 1.39008 1.61534 -0.23
C 3.26166 5.94516 -10.48356 -0.21
H -8.42209 -1.60459 2.72713 0.08

***

3.
31
Properties=species:S:1:pos:R:3:nbo_charge:R:1 method="wB97M-V/def2-TZVPD" e_lumo_ev=0.15 orbital_gap_ev=10.3 relative_energy_kj_mol=0.0 homo_energy_ha=-0.375
H 6.49946 8.22736 -21.95272 0.22
H 3.42496 11.23110 -20.26149 0.18
H 6.70861 7.50814 -20.41255 0.22
H 4.62705 6.15023 -20.80845 0.19
C 4.78673 7.15574 -21.21047 0.06
H 1.02486 12.21182 -21.83612 0.21
Br 0.84560 11.71669 -25.40196 0.09
H 3.21540 12.76987 -22.75857 0.20
C -0.26883 10.32974 -24.70727 -0.50
C 1.54834 11.38370 -21.33431 -0.64
O 3.54582 14.13994 -21.28538 -0.49
C 3.64524 12.80748 -21.75647 -0.09
H 0.81030 11.05622 -20.60767 0.24
C 4.15999 8.23085 -20.32338 -0.09
H 3.79656 7.85466 -19.37086 0.21
C 2.95739 8.01821 -22.25975 0.98
O 4.06021 7.25824 -22.44018 -0.48
O 2.06224 8.12095 -23.03199 -0.59
H 4.84133 9.06850 -20.16642 0.19
O 3.00622 8.64788 -21.07199 -0.50
O 2.87050 15.12632 -19.37451 -0.57
H 1.82380 10.63991 -22.07707 0.23
Br -0.93586 9.18059 -26.09876 0.09
H 0.29670 9.70729 -24.02774 0.24
O 2.48039 12.95066 -19.75196 -0.50
C 2.80986 11.97584 -20.76868 0.07
C 6.27208 7.30818 -21.39960 -0.63
H 6.81145 6.47794 -21.84072 0.23
C 2.96224 14.16659 -20.06304 0.97
Br -1.71795 11.05049 -23.63854 0.07
H 4.67849 12.46482 -21.77684 0.18

***

4.
22
Properties=species:S:1:pos:R:3:nbo_charge:R:1 method="wB97M-V/def2-TZVPD" e_lumo_ev=4.87 charge=-2 orbital_gap_ev=4.9 homo_energy_ha=0.000
H -2.50691 -3.03930 0.21864 0.20
C -1.55562 -2.99031 0.78363 -1.21
Cl -1.68524 -1.22737 -1.98675 -0.64
C 0.52817 -0.47422 0.82838 -1.70
H 2.02894 -2.39282 -1.44486 0.20
H 1.38462 3.74190 -0.71307 0.16
H 0.33654 -0.99726 1.79109 0.16
O -1.51277 3.01406 1.02933 -0.68
H 2.48771 2.32529 -0.64777 0.16
N -1.33584 4.36347 1.04249 0.71
C 1.08701 -2.95307 -1.40443 -1.20
C 1.43286 2.64153 -0.72224 -1.38
H -1.11799 -3.98988 0.91696 0.18
Ga -0.34990 -1.90424 -0.42154 1.43
Ca 0.49508 1.89433 1.27727 1.63
H 1.58791 -0.65289 0.57445 0.17
O -0.45517 4.80846 1.82119 -0.54
H -1.71024 -2.49107 1.75110 0.20
H 0.66667 -3.07835 -2.41453 0.20
O -2.04464 5.04101 0.29688 -0.45
H 1.02144 2.27499 -1.68100 0.20
H 1.21737 -3.91425 -0.89522 0.19